[1]
DFT (ωB97M-V with the def2-TZVPD basis set) results for a structure of composition C49H39AsN2NaO4PS2Se2.

Calculated values
LUMO level (Ha): 0.132
Net charge: -2
Spin multiplicity: 1
Energy relative to the best compared isomer or geometry (same formula, charge and spin) (eV): 0.000
HOMO energy (eV): -1.85
Gap between HOMO and LUMO (Ha): 0.200

Last column: Mulliken charge in e.
CARTESIAN COORDINATES (ANGSTROEM)
Na: 0.2840 0.2275 -0.0493  0.91
Se: 0.0459 0.5675 2.8390  -0.49
P: -1.8350 1.5534 2.4361  0.69
Se: -2.3003 2.2436 0.4544  -0.49
C: -1.9953 2.9433 3.6253  0.32
C: -1.7780 2.7068 4.9806  -0.47
C: -1.9263 3.7268 5.9017  -0.61
C: -2.2785 5.0034 5.4778  -0.47
C: -2.4716 5.2481 4.1290  -0.55
C: -2.3340 4.2206 3.2049  -0.35
C: -3.2268 0.4760 2.9712  0.36
C: -3.0334 -0.8772 3.1970  -0.34
C: -4.1069 -1.6907 3.5362  -0.43
C: -5.3764 -1.1530 3.6626  -0.51
C: -5.5740 0.2047 3.4372  -0.58
C: -4.5069 1.0093 3.0859  -0.53
H: -1.4690 1.7188 5.2996  0.33
H: -1.7575 3.5259 6.9523  0.37
H: -2.3909 5.8034 6.1995  0.35
H: -2.7357 6.2425 3.7887  0.42
H: -2.4682 4.3937 2.1429  0.42
H: -2.0353 -1.2833 3.0857  0.12
H: -3.9433 -2.7497 3.6928  0.40
H: -6.2137 -1.7896 3.9226  0.35
H: -6.5654 0.6312 3.5214  0.37
H: -4.6676 2.0607 2.8781  0.34
S: 3.4765 0.5667 -0.5124  -0.32
C: 4.2054 2.1482 -0.6189  -0.03
C: 5.6062 2.2986 -0.6677  -0.71
C: 6.2116 3.5348 -0.7371  -0.49
C: 5.4480 4.6996 -0.7581  -0.75
C: 4.0657 4.5848 -0.7186  -0.22
C: 3.4540 3.3412 -0.6594  -0.09
As: 1.5318 3.0967 -0.5654  0.64
C: 1.1393 2.8893 -2.4888  0.10
C: 2.0659 2.3509 -3.3733  -0.19
C: 1.6955 2.0632 -4.6792  -0.55
C: 0.4042 2.3156 -5.1147  -0.51
C: -0.5214 2.8593 -4.2369  -0.81
C: -0.1561 3.1362 -2.9287  -0.02
C: 0.9061 4.9493 -0.3588  -0.27
C: 0.3852 5.2316 0.9038  -0.77
C: -0.1427 6.4823 1.1961  -0.47
C: -0.1720 7.4619 0.2158  -0.47
C: 0.3233 7.1820 -1.0506  -0.62
C: 0.8588 5.9349 -1.3349  0.24
H: 6.2044 1.3956 -0.6412  0.40
H: 7.2953 3.5909 -0.7665  0.30
H: 5.9181 5.6754 -0.8013  0.36
H: 3.4531 5.4804 -0.7265  0.30
H: 3.0658 2.1228 -3.0279  0.32
H: 2.4208 1.6261 -5.3559  0.39
H: 0.1170 2.0828 -6.1335  0.33
H: -1.5383 3.0452 -4.5599  0.38
H: -0.8969 3.5232 -2.2348  0.46
H: 0.3627 4.4500 1.6585  0.30
H: -0.5501 6.6712 2.1826  0.43
H: -0.5947 8.4372 0.4305  0.36
H: 0.2848 7.9408 -1.8240  0.36
H: 1.2282 5.7267 -2.3336  0.47
O: -0.0387 -0.0850 -2.1517  0.22
C: -0.8991 -0.6689 -2.7822  -0.88
C: -2.0080 -1.4331 -2.2292  1.10
C: -2.8498 -2.0465 -3.1452  -0.39
C: -3.9162 -2.8167 -2.7154  -0.63
C: -4.1786 -2.9672 -1.3381  -0.48
C: -3.3721 -2.3759 -0.4196  -0.95
C: -2.2043 -1.5998 -0.7956  -0.21
O: -1.4321 -1.1380 0.0633  0.48
N: -4.7637 -3.4568 -3.6742  1.03
O: -5.7382 -4.0898 -3.2677  -0.70
O: -4.5509 -3.2751 -4.8707  -0.69
H: -0.8579 -0.6581 -3.8911  0.05
H: -2.6678 -1.9314 -4.2055  0.54
H: -5.0310 -3.5581 -1.0331  0.51
H: -3.5664 -2.4709 0.6409  0.34
N: 1.4436 -2.4882 0.3917  -0.65
S: 0.5980 -3.4774 -0.4962  0.66
C: 1.3650 -5.0912 -0.3781  0.17
C: 2.6397 -5.2130 0.1462  -0.44
C: 3.2178 -6.4700 0.2182  -0.65
C: 2.5221 -7.5874 -0.2221  -0.40
C: 1.2361 -7.4556 -0.7263  -0.71
C: 0.6479 -6.2000 -0.7978  -0.15
C: 1.0859 -3.1298 -2.1844  0.89
C: 0.3704 -3.7087 -3.2257  -0.76
C: 0.6445 -3.3252 -4.5286  -0.56
C: 1.6178 -2.3627 -4.7725  -0.62
C: 2.3148 -1.7916 -3.7230  -0.17
C: 2.0522 -2.1717 -2.4138  -0.61
H: 0.7824 -2.1704 1.0992  0.12
H: 3.1418 -4.3201 0.4944  0.45
H: 4.2177 -6.5799 0.6179  0.38
H: 2.9813 -8.5662 -0.1613  0.36
H: 0.6866 -8.3277 -1.0550  0.37
H: -0.3642 -6.0840 -1.1624  0.42
H: -0.4248 -4.4121 -3.0188  0.17
H: 0.0718 -3.7452 -5.3456  0.36
H: 1.8129 -2.0413 -5.7892  0.37
H: 3.0392 -1.0084 -3.8969  0.41
H: 2.5461 -1.6838 -1.5896  0.39

=====

[2]
DFT (ωB97M-V with the def2-TZVPD basis set) results for a structure of composition C4H8FNO in a non-equilibrium geometry.

Calculated values
LUMO level (Ha): 0.009
Spin multiplicity: 1
Energy relative to the best compared isomer or geometry (same formula, charge and spin) (eV): 4.074
HOMO energy (eV): -9.95
Gap between HOMO and LUMO (Ha): 0.374

Last column: natural (NBO) charge in e.
CARTESIAN COORDINATES (ANGSTROEM)
C: 0.4337 0.8384 -1.1864  0.39
C: 0.9668 -1.1504 0.1845  -0.67
C: -0.2497 0.7245 1.2641  -0.66
C: 0.1204 0.0433 0.0500  0.08
N: -1.4602 -0.7510 -0.6011  -0.22
O: 1.4937 0.7590 -1.7490  -0.50
F: -2.6967 0.0978 -0.3264  -0.32
H: -0.2623 1.6676 -1.3853  0.13
H: 2.0323 -0.9001 0.1293  0.25
H: 1.0545 -1.8369 -0.5896  0.24
H: 0.7238 -1.7980 0.9750  0.23
H: 0.4123 1.6102 1.3918  0.23
H: -0.0863 0.2074 2.1808  0.24
H: -1.2201 1.1054 1.3425  0.26
H: -1.2620 -0.6171 -1.6802  0.32

=====

[3]
DFT (ωB97M-V with the def2-TZVPD basis set) results for a structure of composition C21H23AgN3O2S.

Calculated values
LUMO level (Ha): 0.096
Net charge: -1
Spin multiplicity: 1
HOMO energy (eV): -4.27
Gap between HOMO and LUMO (Ha): 0.254

Last column: natural (NBO) charge in e.
CARTESIAN COORDINATES (ANGSTROEM)
Ag: 1.5336 -0.9278 0.1119  0.62
C: -4.6723 4.9898 -2.3054  -0.62
C: -3.4833 4.1055 -2.0471  -0.02
C: -3.3116 3.4748 -0.8185  -0.23
C: -2.2220 2.6519 -0.5827  -0.12
C: -1.2850 2.4454 -1.5814  -0.35
C: -1.4396 3.0635 -2.8133  -0.18
C: -2.5307 3.8893 -3.0386  -0.23
S: 0.1422 1.4147 -1.2594  2.31
O: 0.8900 2.1049 -0.2340  -0.97
O: 0.7826 1.2348 -2.5455  -0.98
N: -0.4088 0.0702 -0.5980  -0.99
C: -1.1373 -0.8349 -1.3682  0.37
C: -1.6375 -0.5970 -2.6652  -0.31
C: -2.3784 -1.5784 -3.2876  -0.16
C: -2.6203 -2.7828 -2.6370  -0.33
C: -2.0933 -2.9249 -1.3659  0.05
N: -1.3841 -1.9938 -0.7412  -0.46
H: -5.2087 5.2092 -1.3823  0.21
H: -5.3772 4.5216 -2.9958  0.21
H: -4.3637 5.9381 -2.7490  0.21
H: -4.0438 3.6301 -0.0342  0.20
H: -2.0983 2.1611 0.3745  0.23
H: -0.6977 2.8870 -3.5808  0.24
H: -2.6437 4.3717 -4.0033  0.20
H: -1.4288 0.3236 -3.1840  0.23
H: -2.7593 -1.4018 -4.2870  0.20
H: -3.1869 -3.5827 -3.0942  0.20
H: -2.2477 -3.8466 -0.8113  0.18
C: 0.8013 0.5262 3.3182  -0.41
N: 1.4241 -0.7043 2.8997  -0.44
C: 0.8874 -1.8614 3.5726  -0.41
C: 2.8741 -0.6513 2.9401  -0.26
C: 3.5328 -1.7806 2.1743  0.02
C: 4.5083 -2.5407 2.8116  -0.28
C: 5.1760 -3.5510 2.1319  -0.24
C: 4.8542 -3.7946 0.8075  -0.25
C: 3.8676 -3.0362 0.1795  -0.26
C: 3.1733 -2.0118 0.8314  -0.42
H: 1.0059 0.7728 4.3783  0.14
H: -0.2798 0.4509 3.1891  0.20
H: 1.1525 1.3482 2.6930  0.22
H: 1.0758 -1.8424 4.6637  0.14
H: 1.3392 -2.7655 3.1647  0.22
H: -0.1901 -1.9145 3.4097  0.20
H: 3.2454 -0.6392 3.9842  0.15
H: 3.1717 0.2990 2.4859  0.21
H: 4.7500 -2.3422 3.8526  0.19
H: 5.9354 -4.1408 2.6335  0.19
H: 5.3677 -4.5787 0.2601  0.19
H: 3.6385 -3.2584 -0.8574  0.19

=====

[4]
DFT (ωB97M-V with the def2-TZVPD basis set) results for a cluster of 5 separate species, C22H19F4O16PS in total in a non-equilibrium geometry.

Calculated values
LUMO level (Ha): -0.061
SMILES: O=C1C=CC(=O)c2c1cccc2P(O)(O)=S.O=C1OC[C@@H](F)O1.O=C1OC[C@@H](F)O1.O=C1OC[C@@H](F)O1.O=C1OC[C@@H](F)O1
Spin multiplicity: 1
Energy relative to the best compared isomer or geometry (same formula, charge and spin) (eV): 6.366
HOMO energy (eV): -8.62
Gap between HOMO and LUMO (Ha): 0.255

Last column: natural (NBO) charge in e.
CARTESIAN COORDINATES (ANGSTROEM)
O: -0.3447 -3.3397 -0.2451  -0.54
C: -0.1556 -2.0897 -0.2354  0.54
C: -1.2022 -1.0898 0.4730  -0.27
C: -1.3782 0.2579 0.0420  -0.23
C: -0.5098 0.7491 -1.2195  0.51
O: -1.0662 1.5439 -2.0106  -0.48
C: 0.9503 0.1394 -1.3607  -0.08
C: 1.1440 -1.3419 -0.8702  -0.10
C: 2.5505 -2.0340 -1.0007  -0.16
C: 3.7657 -1.2575 -1.5664  -0.20
C: 3.5944 0.2242 -2.0316  -0.16
C: 2.1874 0.9022 -1.9475  -0.40
P: 2.0693 2.6779 -2.5547  1.73
O: 3.6276 3.2671 -3.0141  -0.98
O: 1.5850 3.6339 -1.2183  -0.93
S: 0.9390 2.9149 -4.1299  -0.55
H: -1.8475 -1.4467 1.3575  0.25
H: -2.1151 0.9445 0.5727  0.25
H: 2.6937 -3.1238 -0.6764  0.25
H: 4.7922 -1.7627 -1.6295  0.24
H: 4.5180 0.7579 -2.4314  0.26
H: 3.6609 3.2837 -4.0055  0.52
H: 1.7689 3.0887 -0.4173  0.50
O: 2.3633 -2.8353 -5.3552  -0.55
C: 1.4753 -3.4468 -4.8378  0.96
O: 0.9855 -3.1808 -3.5921  -0.48
C: -0.1227 -4.0252 -3.4082  -0.14
C: 0.1458 -5.1444 -4.3583  0.44
F: -1.0083 -5.6641 -4.8412  -0.32
O: 0.8306 -4.5027 -5.4158  -0.48
H: -1.0379 -3.4786 -3.6534  0.20
H: -0.1812 -4.3625 -2.3727  0.23
H: 0.7678 -5.9450 -3.9471  0.15
O: 1.1192 2.1915 3.2776  -0.57
C: 0.2291 1.5830 3.7971  0.96
O: -0.2600 1.8541 5.0388  -0.48
C: -1.3850 1.0037 5.2294  -0.16
C: -1.1054 -0.1124 4.2753  0.45
F: -2.2574 -0.6325 3.7825  -0.33
O: -0.4142 0.5279 3.2206  -0.50
H: -2.2996 1.5507 4.9822  0.20
H: -1.4500 0.6613 6.2677  0.25
H: -0.4846 -0.9130 4.6885  0.15
O: -2.1328 0.2486 7.8313  -0.58
C: -1.2648 0.4458 8.6364  0.97
O: -0.4665 -0.5289 9.1520  -0.47
C: 0.5068 0.1248 9.9556  -0.13
C: -0.1720 1.4135 10.2928  0.44
F: 0.7267 2.4157 10.4278  -0.32
O: -0.9637 1.6690 9.1495  -0.47
H: 1.4210 0.2695 9.3731  0.21
H: 0.7453 -0.4650 10.8416  0.21
H: -0.8110 1.3674 11.1794  0.16
O: -2.9479 0.7773 -9.2393  -0.56
C: -2.7161 1.3476 -8.2141  0.96
O: -3.2569 1.0068 -7.0099  -0.48
C: -2.6330 1.8318 -6.0348  -0.13
C: -2.1762 2.9993 -6.8499  0.44
F: -1.0386 3.5282 -6.3440  -0.32
O: -1.8852 2.4226 -8.1067  -0.48
H: -1.8027 1.2879 -5.5755  0.21
H: -3.3384 2.1191 -5.2538  0.21
H: -2.9280 3.7848 -6.9715  0.15

=====

Number 1 is which compound? C49H39AsN2NaO4PS2Se2

=====

Which value of HOMO energy does entry 4 give? -8.62 eV